[1]
Formula: C57H40F10HfOP3S4Sb
Source: the OMol25 dataset
Level of theory: ωB97M-V/def2-TZVPD

## Properties
Energy above the lowest of the compared OMol25 structures with the same formula, charge and spin in eV: 0.1172
Gap between HOMO and LUMO (spin up / spin down) in eV: 7.695 / 6.336
E in eV: -168035.22478
Charge: +1
Spin multiplicity: 2
Maximum force in eV Å⁻¹: 0.754

```
117
Properties=species:S:1:pos:R:3:forces:R:3:mulliken_charge:R:1
Hf -0.306 -0.841 1.481 -0.304 0.649 0.234 0.48
O 1.306 -2.039 2.016 0.517 -0.442 -0.206 -0.74
S 2.195 -2.550 0.839 -0.262 0.366 0.079 1.83
C 1.833 -4.287 0.861 0.083 -0.049 0.059 0.24
C 2.598 -5.257 1.485 -0.021 -0.130 -0.027 -0.72
C 2.220 -6.589 1.373 -0.023 0.137 -0.017 -0.98
C 1.091 -6.926 0.649 0.028 -0.002 0.006 -0.87
C 0.291 -5.937 0.095 -0.043 0.020 -0.003 -0.42
C 0.624 -4.595 0.211 -0.045 0.013 -0.022 -0.51
P -0.551 -3.258 -0.321 0.284 0.000 0.111 2.69
C -0.248 -3.138 -2.116 0.050 -0.112 0.025 0.74
C 0.740 -2.270 -2.579 0.000 -0.013 0.006 -0.09
C 1.025 -2.197 -3.934 -0.027 -0.055 -0.022 -0.82
C 0.320 -2.978 -4.838 0.018 0.013 0.029 -0.78
C -0.663 -3.843 -4.383 -0.001 0.000 0.014 -0.83
C -0.939 -3.932 -3.029 0.003 -0.085 -0.030 -0.42
C -2.210 -3.961 -0.173 -0.056 0.101 -0.154 0.20
C -3.169 -3.390 -1.012 -0.080 0.038 0.031 0.14
C -4.506 -3.716 -0.873 0.020 -0.041 0.086 -0.55
C -4.901 -4.602 0.121 0.030 0.033 -0.031 -0.96
C -3.955 -5.151 0.972 -0.034 0.022 -0.046 -0.92
C -2.614 -4.831 0.832 0.084 -0.024 0.075 -0.99
C 3.829 -2.170 1.431 0.066 -0.156 -0.011 -0.05
C 4.885 -3.062 1.327 0.121 0.059 0.040 -0.82
C 6.131 -2.700 1.822 -0.100 -0.060 -0.032 -0.99
C 6.303 -1.463 2.414 -0.070 0.008 -0.017 -0.78
C 5.257 -0.550 2.427 0.036 0.019 0.021 -0.37
C 4.010 -0.856 1.897 0.018 0.036 0.025 -0.76
P 2.781 0.494 1.569 -0.196 -0.203 -0.012 1.37
C 3.453 1.152 0.006 -0.051 -0.037 -0.051 0.18
C 4.758 0.989 -0.452 0.049 0.029 0.061 -0.54
C 5.149 1.533 -1.664 -0.073 0.050 -0.043 -0.75
C 4.245 2.251 -2.435 -0.029 -0.015 0.064 -1.04
C 2.939 2.406 -1.997 0.059 -0.015 -0.038 -0.89
C 2.546 1.846 -0.792 -0.261 0.018 0.064 0.45
C 3.172 1.736 2.831 0.074 0.028 -0.088 0.31
C 3.191 1.365 4.173 -0.081 -0.030 0.080 -0.38
C 3.336 2.324 5.161 0.009 0.066 -0.043 -0.83
C 3.450 3.664 4.816 0.012 0.027 -0.014 -0.62
C 3.423 4.040 3.481 0.013 0.012 0.068 -0.70
C 3.285 3.080 2.489 0.051 0.028 -0.031 -0.42
H 3.470 -4.994 2.063 -0.001 0.009 0.028 0.88
H 2.810 -7.355 1.849 0.078 -0.077 0.061 0.44
H 0.815 -7.964 0.534 -0.035 -0.067 -0.006 0.47
H -0.617 -6.217 -0.420 -0.067 0.006 -0.024 0.59
H 1.270 -1.631 -1.892 0.041 0.044 0.093 -0.07
H 1.791 -1.520 -4.281 0.078 0.064 -0.037 0.49
H 0.534 -2.912 -5.894 0.022 0.013 -0.096 0.41
H -1.220 -4.450 -5.082 -0.027 -0.032 -0.046 0.48
H -1.714 -4.610 -2.692 0.059 -0.001 -0.016 0.48
H -2.876 -2.683 -1.780 -0.027 -0.053 0.114 -0.26
H -5.234 -3.279 -1.541 -0.054 0.022 -0.036 0.48
H -5.944 -4.857 0.235 -0.074 -0.023 0.007 0.42
H -4.261 -5.827 1.756 -0.027 -0.071 0.075 0.47
H -1.899 -5.248 1.530 0.016 0.000 -0.055 0.60
H 4.756 -4.025 0.860 0.010 -0.025 -0.031 0.91
H 6.955 -3.395 1.755 0.047 -0.050 -0.011 0.44
H 7.260 -1.188 2.828 0.086 0.032 0.036 0.44
H 5.423 0.443 2.824 0.008 0.038 0.014 0.54
H 5.487 0.442 0.129 0.019 -0.039 0.057 0.33
H 6.164 1.402 -2.005 0.109 -0.015 -0.036 0.44
H 4.557 2.681 -3.374 0.033 0.037 -0.091 0.44
H 2.220 2.952 -2.593 -0.018 0.029 -0.031 0.52
H 1.512 1.941 -0.473 0.174 -0.029 -0.022 0.23
H 3.084 0.324 4.455 -0.010 -0.034 -0.016 0.47
H 3.353 2.028 6.199 0.006 -0.026 0.071 0.44
H 3.563 4.414 5.588 -0.005 0.006 0.002 0.41
H 3.520 5.082 3.208 0.004 0.027 -0.001 0.48
H 3.279 3.385 1.449 -0.015 -0.024 -0.013 0.46
S -1.346 -2.779 3.215 -0.088 0.159 -0.282 -0.17
Sb -2.339 -0.723 3.942 0.004 0.091 0.137 0.20
S -2.859 -1.029 1.585 -0.194 -0.210 -0.083 -0.12
S -0.338 0.549 3.565 0.134 0.028 -0.018 -0.45
F 0.419 -0.368 -0.270 -0.013 0.004 0.093 1.19
F 0.579 7.649 -2.219 -0.149 -0.007 0.014 -0.26
C 1.402 6.627 -1.938 0.024 0.055 -0.028 0.82
F 2.296 7.079 -1.049 0.025 -0.073 0.177 -0.28
F 2.077 6.357 -3.068 -0.007 -0.148 -0.077 -0.26
C 0.647 5.419 -1.438 0.037 0.077 -0.001 0.40
C 0.625 5.102 -0.085 0.045 0.082 -0.130 -0.91
C -0.080 3.992 0.342 0.051 -0.035 -0.037 -0.67
C -0.769 3.191 -0.569 0.035 -0.051 0.069 0.41
C -0.754 3.527 -1.918 -0.029 -0.003 -0.027 -0.02
C -0.049 4.639 -2.350 0.055 0.048 0.042 -1.27
P -1.656 1.769 0.167 -0.151 -0.194 0.086 0.76
C -2.403 0.891 -1.255 0.073 0.076 0.029 0.38
C -1.549 0.350 -2.217 0.089 0.048 -0.024 -0.74
C -2.045 -0.416 -3.257 -0.151 -0.006 -0.047 -0.98
C -3.409 -0.654 -3.343 -0.017 0.030 -0.036 -0.29
C -4.270 -0.138 -2.384 0.048 -0.079 -0.105 -0.89
C -3.767 0.624 -1.344 0.006 0.001 0.053 -0.45
C -3.948 -1.537 -4.438 -0.008 0.127 -0.029 0.70
F -3.177 -1.525 -5.531 0.146 0.081 -0.097 -0.28
F -5.184 -1.186 -4.813 -0.104 0.102 0.029 -0.30
F -4.020 -2.820 -4.036 -0.017 -0.267 0.138 -0.20
C -3.053 2.684 0.913 0.013 -0.002 -0.121 0.37
C -3.205 2.700 2.292 0.060 -0.022 -0.011 -0.11
C -4.217 3.445 2.881 -0.041 0.038 -0.004 -0.85
C -5.079 4.178 2.086 -0.087 0.064 -0.100 0.19
C -4.926 4.188 0.702 -0.022 0.002 0.153 -1.04
C -3.912 3.450 0.124 -0.014 0.012 -0.020 -0.46
C -6.215 4.945 2.718 -0.023 -0.017 0.014 0.87
F -6.571 6.012 1.997 0.028 0.137 -0.242 -0.27
F -7.311 4.178 2.844 -0.064 -0.183 -0.035 -0.25
F -5.908 5.383 3.943 0.173 -0.010 0.224 -0.27
H 1.163 5.714 0.624 0.022 0.026 0.027 0.56
H -0.080 3.739 1.395 -0.009 -0.038 0.085 0.39
H -1.289 2.929 -2.643 -0.021 -0.025 0.006 0.45
H -0.037 4.897 -3.400 0.005 0.021 -0.064 0.46
H -0.481 0.508 -2.147 -0.036 0.038 -0.027 0.53
H -1.369 -0.831 -3.990 0.017 -0.027 -0.066 0.84
H -5.331 -0.327 -2.446 -0.094 -0.028 -0.027 0.52
H -4.447 1.006 -0.597 -0.037 0.013 0.029 0.56
H -2.501 2.160 2.910 0.029 -0.029 0.036 0.22
H -4.322 3.466 3.954 -0.022 0.000 0.112 0.49
H -5.589 4.780 0.089 -0.041 0.034 -0.027 0.47
H -3.788 3.476 -0.952 0.024 -0.008 -0.020 0.52
```
Forces are in eV/Å.

=====

[2]
Formula: C15H22BNO11S2
Source: the OMol25 dataset
Level of theory: ωB97M-V/def2-TZVPD

## Properties
Gap between HOMO and LUMO in eV: 6.265
E in eV: -62273.79360
Maximum force in eV Å⁻¹: 1.013

```
52
Properties=species:S:1:pos:R:3:forces:R:3:mulliken_charge:R:1
C 2.594 1.246 -0.761 0.137 0.072 -0.671 -0.65
C 2.249 1.818 -2.140 -0.183 -0.348 0.200 -0.45
S 1.189 3.286 -2.073 -0.203 0.154 0.006 -0.12
C -0.451 2.505 -2.091 0.153 0.086 -0.097 -0.81
C -0.584 1.405 -1.061 0.104 -0.986 -0.210 -0.55
N -0.318 1.880 0.321 -0.394 0.202 0.357 0.25
C -1.392 2.032 1.000 0.210 0.324 -0.186 -0.03
S -1.185 2.507 2.724 0.499 -0.149 0.767 1.33
C -2.774 2.978 3.309 0.043 -0.023 -0.057 -1.00
O -0.285 3.614 2.721 -0.108 0.292 -0.262 -0.64
O -0.792 1.285 3.350 -0.279 -0.218 -0.182 -0.59
C -2.586 1.714 0.186 -0.484 -0.177 -0.510 -0.79
C -1.950 0.721 -0.822 0.059 0.569 0.652 -0.02
C -2.776 0.273 -2.018 0.047 -0.236 -0.031 -1.03
C -2.785 -1.254 -2.172 0.172 0.133 0.089 -0.81
C -3.554 -1.971 -1.052 0.492 -0.018 0.352 -0.39
O -2.863 -3.065 -0.481 -0.522 -0.108 -0.458 -0.52
H 2.742 2.058 -0.054 0.136 -0.065 0.219 0.29
H 1.811 0.564 -0.435 0.179 -0.035 0.319 0.19
H 3.503 0.661 -0.844 0.219 -0.106 0.277 0.18
H 3.136 2.088 -2.705 0.081 0.187 0.086 0.51
H 1.746 1.049 -2.728 -0.011 0.077 -0.231 0.28
H -0.610 2.063 -3.074 -0.077 -0.066 -0.026 0.42
H -1.185 3.299 -1.968 -0.033 0.086 0.080 0.32
H 0.142 0.632 -1.299 0.038 0.077 0.077 0.70
H 0.599 2.078 0.721 0.153 0.056 -0.315 0.24
H -3.537 2.354 2.853 -0.075 -0.010 -0.005 0.35
H -2.725 2.755 4.372 -0.023 0.029 0.100 0.42
H -2.934 4.038 3.145 -0.053 0.056 -0.122 0.35
H -2.918 2.630 -0.316 0.103 0.136 -0.011 0.37
H -3.467 1.349 0.708 0.184 -0.234 0.270 0.48
H -1.684 -0.128 -0.185 -0.155 -0.301 -0.207 0.31
H -3.802 0.622 -1.899 -0.073 0.131 -0.127 0.44
H -2.367 0.710 -2.927 -0.152 0.168 -0.099 0.34
H -3.184 -1.507 -3.151 -0.031 -0.091 -0.069 0.42
H -1.754 -1.612 -2.153 0.058 -0.069 -0.065 0.42
H -3.781 -1.247 -0.258 -0.225 0.092 0.004 0.17
H -4.487 -2.379 -1.423 -0.168 0.037 0.003 0.39
H -2.021 -2.783 -0.127 0.441 -0.018 0.254 0.27
B 3.492 -3.132 1.164 0.176 -0.130 -0.010 1.14
O 2.106 -3.299 0.674 -0.056 -0.079 0.124 -0.57
C 1.319 -3.641 1.684 0.071 0.067 -0.336 0.64
O 0.136 -3.814 1.621 -0.231 0.103 -0.016 -0.63
C 2.194 -3.737 2.949 0.266 0.035 0.276 0.56
O 1.809 -4.012 4.046 -0.061 -0.021 -0.007 -0.58
O 3.439 -3.430 2.604 -0.231 -0.050 -0.221 -0.50
O 4.451 -3.996 0.443 -0.071 0.260 0.082 -0.48
C 5.351 -3.244 -0.186 -0.243 -0.370 0.016 0.47
O 6.239 -3.625 -0.886 0.042 0.020 0.048 -0.58
C 5.000 -1.778 0.114 0.017 0.500 -0.060 0.67
O 5.558 -0.811 -0.324 0.071 0.078 -0.102 -0.64
O 3.942 -1.750 0.903 -0.010 -0.119 0.037 -0.49
```
Forces are in eV/Å.

=====

[3]
Formula: C4H10O
Source: the OMol25 dataset
Level of theory: ωB97M-V/def2-TZVPD

## Properties
Energy above the lowest of the compared OMol25 structures with the same formula, charge and spin in eV: 1.6873
Gap between HOMO and LUMO in eV: 11.193
E in eV: -6356.11559
Maximum force in eV Å⁻¹: 4.779

```
15
Properties=species:S:1:pos:R:3:forces:R:3:mulliken_charge:R:1
C -0.103 1.515 -0.059 4.566 1.164 -0.799 -1.56
C 0.134 0.068 0.016 1.660 -2.057 -2.069 1.47
C -0.070 -0.734 -1.320 -0.750 1.034 2.601 -1.66
C -0.669 -0.616 1.119 -0.308 -2.328 -1.439 -1.46
O 1.743 -0.138 0.042 -2.683 0.196 1.947 -0.58
H 0.888 2.002 -0.509 -2.374 -0.990 0.192 0.31
H -0.948 1.680 -0.618 -1.962 0.885 -1.380 0.38
H -0.116 2.027 0.859 -0.546 0.338 1.581 0.41
H -0.998 -1.200 -1.446 -1.880 -0.455 0.314 0.39
H 0.599 -1.489 -1.106 1.515 -1.847 -0.507 0.46
H 0.093 -0.252 -2.215 1.039 1.422 -1.771 0.37
H -0.239 -0.343 2.006 0.641 1.105 2.686 0.50
H -1.790 -0.435 1.133 1.516 0.083 -0.327 0.31
H -0.494 -1.742 1.128 -0.410 1.230 -0.444 0.35
H 1.970 -0.342 0.971 -0.024 0.219 -0.584 0.29
```
Forces are in eV/Å.

=====

[4]
Formula: C3H4S3
Source: the OMol25 dataset
Level of theory: ωB97M-V/def2-TZVPD

## Properties
Energy above the lowest of the compared OMol25 structures with the same formula, charge and spin in eV: 0.4557
Gap between HOMO and LUMO in eV: 8.492
E in eV: -35681.02027
Maximum force in eV Å⁻¹: 1.416

```
10
Properties=species:S:1:pos:R:3:forces:R:3:mulliken_charge:R:1
S -2.875 -0.100 -0.286 0.554 0.244 0.135 -0.22
C -1.260 0.035 -0.109 -0.045 0.113 -0.416 0.09
C -0.369 -1.190 0.129 -0.482 0.841 0.506 -0.51
S 1.316 -0.786 -0.402 0.277 0.379 0.115 -0.12
C 1.281 1.031 -0.049 -0.238 -1.099 0.366 -0.55
S -0.398 1.587 -0.211 -1.231 -0.683 0.157 -0.08
H -0.493 -1.397 1.218 0.471 -0.044 -0.657 0.30
H -0.761 -2.051 -0.438 0.302 0.474 0.208 0.37
H 1.710 1.288 0.909 -0.147 -0.230 0.480 0.36
H 1.848 1.583 -0.762 0.539 0.005 -0.895 0.36
```
Forces are in eV/Å.

=====

The lowest E belongs to which entry? C57H40F10HfOP3S4Sb

=====

Among the records above, which one has the lowest E? C57H40F10HfOP3S4Sb

=====

Which of these has the lowest E? C57H40F10HfOP3S4Sb

=====

Look up the maximum force of the third one. 4.779 eV Å⁻¹